{
  "formula": "C50H62BFN6O6PSn",
  "method": "wB97M-V/def2-TZVPD",
  "orbital_gap_ev": 4.96,
  "charge": 1,
  "e_lumo_ev": -3.1,
  "total_energy_ha": -3402.67040,
  "elements": ["Sn", "C", "C", "N", "C", "C", "C", "O", "O", "C", "O", "C", "C", "C", "F", "C", "C", "C", "N", "C", "C", "N", "C", "C", "H", "H", "H", "H", "H", "H", "H", "H", "H", "H", "H", "H", "H", "H", "H", "H", "H", "H", "C", "C", "C", "C", "C", "C", "N", "N", "C", "C", "C", "C", "C", "N", "H", "H", "H", "H", "H", "H", "H", "H", "H", "C", "C", "C", "O", "B", "O", "C", "C", "C", "H", "H", "H", "H", "H", "H", "H", "H", "H", "H", "H", "H", "C", "C", "O", "C", "C", "H", "H", "H", "H", "H", "H", "H", "H", "H", "H", "C", "P", "C", "C", "C", "C", "C", "C", "C", "C", "C", "C", "C", "C", "H", "H", "H", "H", "H", "H", "H", "H", "H", "H", "H", "H", "H"],
  "xyz": [[-0.051182, 0.414526, -0.012372], [5.366861, -5.625817, 1.787534], [5.094184, -5.356371, 0.311400], [3.839022, -4.643130, 0.102020], [3.881886, -3.284885, -0.008730], [2.814818, -2.454361, -0.083664], [3.154232, -0.955597, -0.210852], [4.355457, -0.691203, -0.220929], [2.199194, -0.131490, -0.347958], [1.493765, -3.017595, -0.050551], [0.432530, -2.412992, 0.079298], [1.472200, -4.493091, -0.180629], [0.264665, -5.122177, -0.462292], [0.177201, -6.486397, -0.490289], [-1.002996, -7.050477, -0.841638], [1.271003, -7.295762, -0.167626], [2.486677, -6.669737, 0.071444], [2.624019, -5.277086, -0.000537], [1.181103, -8.704600, -0.030104], [2.136041, -9.561476, -0.709182], [2.534857, -10.689742, 0.268275], [1.464882, -10.769393, 1.309176], [0.121701, -10.773580, 0.656254], [-0.115909, -9.355599, 0.091420], [6.290997, -6.191642, 1.904629], [4.548579, -6.181529, 2.247715], [5.477758, -4.684007, 2.324136], [5.088715, -6.280294, -0.268907], [5.886235, -4.727356, -0.089645], [4.862132, -2.822899, -0.020502], [-0.601319, -4.511130, -0.677946], [3.340063, -7.282733, 0.330943], [3.011795, -8.995103, -1.009213], [1.693486, -9.990607, -1.617154], [3.483079, -10.485445, 0.762185], [2.601146, -11.649729, -0.239999], [1.518628, -9.904497, 1.855545], [1.603835, -11.574473, 1.916912], [-0.643138, -11.040011, 1.381782], [0.134381, -11.533070, -0.123342], [-0.734137, -8.777264, 0.775675], [-0.653890, -9.437206, -0.857477], [4.987641, 3.341687, 0.606915], [4.089465, 4.150434, -0.075526], [2.736231, 3.872067, -0.031082], [2.275018, 2.761780, 0.677984], [3.177420, 1.943871, 1.345058], [4.526899, 2.239159, 1.312914], [0.888329, 2.468234, 0.681044], [0.196145, 3.510694, 0.881064], [-1.154738, 3.446458, 0.650175], [-1.873703, 4.639021, 0.819310], [-3.187990, 4.694826, 0.423277], [-3.764534, 3.549802, -0.128535], [-3.001456, 2.405708, -0.214888], [-1.729678, 2.325801, 0.183499], [6.045969, 3.566358, 0.596803], [4.445084, 4.994390, -0.651955], [2.022914, 4.488237, -0.561027], [2.798674, 1.097607, 1.901886], [5.226259, 1.604543, 1.839160], [-1.345068, 5.492396, 1.219454], [-3.750278, 5.614097, 0.513146], [-4.781024, 3.562615, -0.495113], [-3.408492, 1.502013, -0.649479], [-1.876923, 2.257413, 4.948728], [-0.807029, 1.232820, 4.584808], [0.350149, 1.367709, 5.570251], [-0.289123, 1.575964, 3.278902], [-0.474105, 0.543792, 2.417563], [-1.118431, -0.515544, 2.994935], [-1.349062, -0.241927, 4.396509], [-2.839746, -0.414944, 4.666008], [-0.588690, -1.295898, 5.196182], [-1.420250, 3.246799, 4.957867], [-2.281523, 2.050508, 5.939426], [-2.684038, 2.273431, 4.218194], [0.685503, 2.404238, 5.567076], [1.193887, 0.748825, 5.270249], [0.035856, 1.102495, 6.579677], [-3.430795, 0.286917, 4.081792], [-3.060264, -0.275929, 5.724657], [-3.129425, -1.427817, 4.380737], [0.475914, -1.275732, 4.968337], [-0.977015, -2.276777, 4.918737], [-0.729731, -1.149726, 6.267135], [-0.326235, -2.414365, -2.907859], [-0.353959, -1.230722, -3.850872], [-0.155923, -0.035479, -3.125307], [0.111433, 1.066316, -3.970806], [0.436724, 2.285534, -3.132798], [-0.607252, -3.319809, -3.447870], [-1.022010, -2.249786, -2.085813], [0.671512, -2.541596, -2.487628], [-1.319590, -1.192228, -4.376409], [0.435215, -1.336446, -4.608148], [-0.757953, 1.258798, -4.616666], [0.960638, 0.824569, -4.623997], [-0.407165, 2.541973, -2.489603], [0.660131, 3.130819, -3.783378], [1.301725, 2.080033, -2.499853], [-4.285666, -0.663226, 1.226958], [-2.854876, -1.658859, 0.548563], [-3.665262, -2.149407, -1.040371], [-4.219210, -3.390431, -1.340448], [-4.900945, -3.589626, -2.535012], [-5.016413, -2.562632, -3.457791], [-4.410494, -1.340625, -3.199610], [-3.735193, -1.144060, -2.006923], [-3.085106, -3.142912, 1.622709], [-4.303495, -3.794002, 1.822192], [-4.389750, -4.881336, 2.678253], [-3.270537, -5.309758, 3.380838], [-2.063282, -4.647194, 3.219690], [-1.972075, -3.575523, 2.341069], [-5.215556, -0.877702, 0.702506], [-4.055230, 0.396804, 1.133987], [-4.401388, -0.890666, 2.284968], [-4.120633, -4.214695, -0.647221], [-5.351226, -4.552266, -2.743239], [-5.568589, -2.713346, -4.376121], [-4.460155, -0.542422, -3.929573], [-3.233459, -0.199415, -1.828996], [-5.201030, -3.445792, 1.325830], [-5.334788, -5.394328, 2.806723], [-3.350864, -6.145575, 4.065935], [-1.191367, -4.955594, 3.786100], [-1.041002, -3.036416, 2.221233]],
  "forces_ev_per_a": [[0.2, -0.5, 0.4], [0.0, 0.0, -0.1], [0.0, -0.1, 0.2], [0.2, 0.3, -0.1], [-0.1, 0.0, 0.1], [0.1, 0.4, 0.0], [0.2, -0.2, -0.2], [0.0, 0.1, 0.1], [-0.3, -0.1, 0.2], [-0.2, 0.0, 0.1], [0.0, 0.1, 0.1], [0.0, -0.2, 0.0], [0.0, 0.0, 0.1], [0.0, 0.1, 0.0], [0.0, -0.1, 0.0], [0.1, 0.2, 0.0], [0.1, -0.1, 0.0], [-0.3, -0.1, -0.1], [0.0, -0.1, 0.0], [-0.2, 0.0, 0.0], [0.3, 0.2, -0.4], [0.0, -0.1, 0.0], [-0.3, 0.1, -0.2], [0.0, 0.1, 0.1], [0.0, 0.0, 0.0], [0.0, 0.0, 0.0], [0.0, 0.0, 0.0], [0.0, 0.0, 0.0], [0.0, 0.0, -0.1], [0.0, 0.0, 0.0], [-0.1, 0.0, 0.1], [0.0, 0.0, 0.0], [0.0, 0.0, 0.0], [0.0, 0.0, 0.0], [-0.1, 0.0, 0.1], [-0.1, -0.1, 0.1], [0.1, -0.1, 0.1], [0.0, 0.0, 0.0], [0.1, 0.0, 0.1], [0.1, 0.0, 0.0], [0.0, 0.0, 0.0], [0.0, 0.0, 0.0], [-0.1, -0.1, 0.1], [0.1, 0.0, 0.0], [-0.2, -0.1, 0.0], [0.8, 0.2, 0.1], [-0.3, -0.1, 0.1], [0.1, 0.1, 0.1], [-0.9, 0.8, -0.1], [1.3, -0.3, 0.0], [-1.3, -0.2, -0.3], [0.4, -0.1, 0.0], [-0.1, -0.2, 0.0], [0.0, 0.3, 0.1], [0.0, -0.2, -0.1], [0.2, 0.5, 0.4], [0.0, 0.0, -0.1], [0.0, 0.0, 0.0], [0.0, 0.0, 0.0], [0.1, 0.0, 0.0], [0.0, 0.0, 0.0], [0.0, 0.0, 0.0], [0.0, 0.0, 0.0], [0.0, -0.1, 0.0], [-0.1, 0.0, 0.0], [0.1, -0.1, -0.2], [-0.1, 0.0, 0.2], [-0.1, 0.0, -0.2], [0.1, 0.3, 0.1], [0.1, -0.4, -1.1], [-0.1, -0.2, 0.2], [0.0, 0.0, 0.3], [0.1, 0.0, -0.1], [0.0, 0.1, -0.2], [0.0, 0.0, 0.0], [-0.1, 0.0, 0.0], [0.0, 0.0, 0.0], [0.0, 0.0, 0.0], [0.0, 0.0, 0.1], [0.1, 0.0, 0.0], [-0.1, 0.0, 0.0], [0.0, 0.0, 0.0], [0.0, 0.0, 0.0], [0.0, 0.0, 0.0], [0.0, 0.0, 0.1], [0.0, 0.0, 0.0], [0.0, 0.2, -0.1], [-0.1, -0.1, -0.1], [0.1, 0.0, -0.2], [0.0, 0.0, 0.0], [-0.1, -0.2, 0.0], [0.0, 0.0, 0.0], [0.0, -0.1, 0.0], [0.0, 0.0, 0.0], [0.0, 0.0, 0.0], [0.0, 0.0, 0.0], [0.0, 0.0, 0.0], [0.0, 0.0, 0.0], [0.0, 0.1, 0.0], [0.0, 0.0, 0.0], [0.0, 0.1, 0.0], [0.2, 0.0, -0.1], [-0.6, -0.2, 0.1], [0.2, 0.0, 0.1], [0.0, 0.0, 0.0], [0.0, 0.0, 0.0], [0.0, 0.0, 0.0], [0.0, 0.0, 0.0], [0.0, 0.0, 0.0], [0.2, 0.1, -0.1], [0.0, 0.0, 0.1], [0.0, 0.0, 0.0], [0.0, 0.0, 0.0], [0.0, 0.0, 0.0], [0.0, 0.0, -0.1], [0.0, 0.0, 0.0], [-0.1, 0.0, 0.0], [0.0, 0.0, 0.0], [-0.1, 0.0, 0.0], [0.0, 0.0, 0.0], [0.0, 0.0, 0.0], [0.0, 0.0, 0.0], [0.0, 0.0, 0.0], [0.0, 0.0, -0.1], [0.0, 0.0, 0.0], [0.0, 0.0, 0.0], [0.0, 0.0, 0.0], [0.1, 0.0, 0.0]]
}